Entry 1:
Below is a single C2H3NO2S2 molecule, with properties calculated with the ωB97M-V functional and the def2-TZVPD basis.

Calculated values
* orbital gap: 8.59 eV
* relative energy (zero: lowest compared OMol25 entry of this formula, charge and spin): 2.9844 eV
* molar mass: 137.185 g/mol
* LUMO: -0.07 eV

Element x y z (Å)
C (-1.25, -0.64, -0.28)
C (-0.09, -1.15, 0.01)
N (0.02, 1.70, -0.13)
O (1.90, 0.02, 1.25)
O (1.89, -0.08, -1.28)
S (-1.50, 1.06, -0.32)
S (1.24, 0.03, -0.01)
H (-2.15, -1.18, -0.30)
H (0.12, -2.07, 0.45)
H (-0.16, 2.30, 0.62)

Entry 2:
Below is a molecular structure, C29H41F5P2SSn, with properties calculated with the ωB97M-V functional and the def2-TZVPD basis.

Calculated values
* orbital gap (spin up / spin down): 2.46 / 2.46 eV
* relative energy (zero: lowest compared OMol25 entry of this formula, charge and spin): 2.2868 eV
* molar mass: 697.363 g/mol
* LUMO (spin up / spin down): -9.81 / -9.81 eV
* charge: +2

Element x y z (Å)
Sn (-0.99, 0.08, -1.86)
C (-1.08, -1.29, 2.00)
C (-0.96, 0.08, 2.38)
C (-2.57, -0.06, 0.73)
C (-2.04, -1.37, 0.95)
C (-1.88, 0.84, 1.60)
C (-0.39, -2.43, 2.62)
H (0.61, -2.15, 2.97)
H (-0.28, -3.26, 1.92)
H (-0.96, -2.80, 3.50)
C (-2.49, -2.60, 0.26)
H (-1.90, -3.47, 0.57)
H (-2.40, -2.51, -0.84)
H (-3.55, -2.81, 0.47)
C (-3.60, 0.31, -0.27)
H (-4.58, -0.09, 0.04)
H (-3.43, -0.13, -1.27)
H (-3.69, 1.39, -0.41)
C (-2.13, 2.29, 1.71)
H (-2.97, 2.49, 2.39)
H (-2.39, 2.73, 0.73)
H (-1.25, 2.82, 2.10)
C (-0.17, 0.60, 3.52)
H (-0.82, 0.81, 4.39)
H (0.34, 1.54, 3.25)
H (0.60, -0.11, 3.82)
C (2.75, -0.69, -1.11)
C (2.72, -0.86, 0.22)
C (3.21, 0.06, 1.29)
C (3.35, 1.54, 0.86)
C (2.09, 2.12, 0.33)
C (1.79, 2.22, -0.98)
C (2.59, 1.71, -2.13)
C (3.39, 0.37, -1.94)
H (4.17, -0.31, 1.69)
H (4.12, 1.61, 0.06)
H (2.51, 0.01, 2.15)
H (4.40, 0.58, -1.54)
H (2.21, -1.40, -1.74)
H (2.36, -1.82, 0.59)
H (3.53, -0.04, -2.96)
H (1.92, 1.56, -2.99)
H (0.90, 2.77, -1.28)
H (3.29, 2.51, -2.44)
H (3.71, 2.15, 1.72)
H (1.37, 2.47, 1.08)
P (5.74, 2.53, -1.25)
C (6.69, 1.42, -2.36)
C (7.10, 2.87, -0.06)
P (4.59, 5.28, -1.73)
C (5.90, 4.06, -2.28)
C (5.72, 6.41, -0.77)
C (4.70, 6.32, -3.26)
H (6.14, 1.26, -3.30)
H (6.85, 0.46, -1.85)
H (7.66, 1.89, -2.57)
H (8.03, 3.05, -0.61)
H (7.23, 1.98, 0.57)
H (6.88, 3.74, 0.58)
H (5.74, 6.65, -3.43)
H (4.06, 7.20, -3.13)
H (4.36, 5.74, -4.12)
H (5.74, 3.81, -3.34)
H (6.92, 4.49, -2.17)
H (5.16, 7.32, -0.54)
H (6.60, 6.69, -1.37)
H (6.06, 5.95, 0.17)
F (-3.75, -4.83, -4.73)
C (-3.16, -3.67, -4.35)
C (-1.84, -3.69, -3.90)
F (-1.18, -4.87, -3.74)
C (-1.19, -2.47, -3.68)
F (0.00, -2.43, -3.00)
C (-1.79, -1.23, -4.04)
S (-0.83, 0.25, -4.27)
C (-3.17, -1.27, -4.31)
F (-3.84, -0.11, -4.31)
C (-3.84, -2.46, -4.52)
F (-5.12, -2.46, -4.97)

Entry 3:
Below is a single C4H7NO molecule, with properties calculated with the ωB97M-V functional and the def2-TZVPD basis.

Calculated values
* orbital gap: 10.56 eV
* relative energy (zero: lowest compared OMol25 entry of this formula, charge and spin): 3.8438 eV
* molar mass: 85.106 g/mol
* LUMO: 1.08 eV

Element x y z (Å)
C (-1.81, -0.69, 0.05)
C (-0.46, -0.19, -0.45)
C (0.74, -0.30, 0.29)
C (1.96, 0.60, -0.03)
H (-1.89, -0.90, 1.10)
H (-2.56, -1.11, -0.64)
H (-1.46, 1.33, 0.61)
H (-0.18, -0.26, -1.49)
H (0.76, -0.51, 1.45)
H (1.91, 1.12, -1.03)
H (2.64, 1.06, 0.69)
N (-1.57, 0.72, -0.24)
O (1.93, -0.88, -0.31)

Entry 4:
Below is a single C15H20N2O2S molecule, with properties calculated with the ωB97M-V functional and the def2-TZVPD basis.

Calculated values
* orbital gap: 8.54 eV
* relative energy (zero: lowest compared OMol25 entry of this formula, charge and spin): 12.6698 eV
* molar mass: 292.404 g/mol
* LUMO: 0.59 eV

Element x y z (Å)
C (-0.55, -0.70, -5.10)
C (-0.13, -0.07, -3.92)
C (0.82, -0.63, -3.12)
C (1.24, 0.06, -1.82)
C (0.73, 1.17, -1.39)
C (-0.49, 1.76, -2.10)
C (-0.84, 1.24, -3.24)
H (-1.57, 1.33, -3.97)
H (-1.03, 2.45, -1.81)
S (0.83, 2.08, 0.11)
C (1.92, 1.00, 1.06)
C (1.66, -0.41, 1.58)
O (2.41, -1.23, 1.02)
N (0.65, -0.35, 2.45)
C (0.00, 0.64, 2.97)
H (-0.17, 0.74, 4.15)
C (-1.43, 0.76, 2.39)
H (-1.66, 1.37, 1.61)
H (-2.28, 0.80, 3.06)
C (-1.93, -0.77, 1.97)
C (-1.46, -1.00, 0.47)
O (-2.28, -0.17, -0.22)
N (-0.77, -1.90, 0.01)
H (-0.10, -2.18, 0.69)
H (-0.41, -2.14, -1.01)
C (-1.17, -1.87, 2.75)
C (0.50, -1.51, 3.00)
H (0.53, -1.78, 4.01)
H (0.91, -2.28, 2.58)
H (-1.36, -2.78, 2.43)
H (-1.69, -1.90, 3.79)
H (-2.80, -1.06, 2.00)
H (0.28, 1.70, 2.70)
H (3.05, 1.06, 0.37)
H (2.43, 1.79, 1.88)
H (1.81, -0.46, -1.20)
H (1.54, -1.58, -3.30)
H (-1.71, -0.94, -4.99)
H (-0.47, -0.08, -5.87)
H (0.01, -1.63, -5.14)

Entry 5:
Below is a molecular structure, C42H32AlCl5P2, with properties calculated with the ωB97M-V functional and the def2-TZVPD basis.

Calculated values
* orbital gap: 7.74 eV
* molar mass: 802.913 g/mol
* LUMO: -6.29 eV
* charge: +2

Element x y z (Å)
C (-2.97, -3.45, 0.40)
C (-2.57, -2.72, -0.75)
C (-2.22, -3.41, -1.91)
C (-2.42, -4.79, -1.98)
C (-2.86, -5.51, -0.87)
C (-3.10, -4.84, 0.33)
P (-2.27, -0.91, -0.69)
C (-2.86, -0.30, -2.33)
C (-1.93, -0.26, -3.38)
C (-2.34, 0.04, -4.68)
C (-3.68, 0.32, -4.94)
C (-4.60, 0.35, -3.89)
C (-4.19, 0.10, -2.58)
Al (-0.07, -0.38, -0.19)
P (1.39, -1.88, 0.89)
C (1.41, -3.50, 0.01)
C (1.24, -4.79, 0.57)
C (1.15, -5.91, -0.27)
C (1.15, -5.78, -1.66)
C (1.31, -4.52, -2.22)
C (1.38, -3.40, -1.40)
C (3.09, -1.33, 1.08)
C (3.32, -0.08, 1.68)
C (4.63, 0.34, 1.89)
C (5.70, -0.46, 1.47)
C (5.46, -1.68, 0.82)
C (4.15, -2.11, 0.60)
C (0.92, -2.05, 2.64)
C (-0.29, -1.55, 3.15)
C (-0.79, -2.06, 4.35)
C (-0.02, -2.93, 5.12)
C (1.23, -3.36, 4.64)
C (1.70, -2.93, 3.41)
C (-3.65, -0.50, 0.41)
C (-4.87, -1.19, 0.34)
C (-5.90, -0.90, 1.23)
C (-5.71, 0.08, 2.22)
C (-4.51, 0.78, 2.28)
C (-3.49, 0.52, 1.36)
H (2.47, 0.52, 1.99)
H (4.82, 1.29, 2.38)
H (6.72, -0.14, 1.65)
H (6.29, -2.30, 0.49)
H (3.94, -3.05, 0.09)
H (1.23, -4.93, 1.66)
H (1.06, -6.91, 0.16)
H (1.01, -6.64, -2.31)
H (1.38, -4.40, -3.31)
H (1.41, -2.40, -1.86)
H (-0.89, -0.86, 2.56)
H (-1.80, -1.79, 4.68)
H (-0.39, -3.30, 6.07)
H (1.82, -4.06, 5.22)
H (2.65, -3.29, 3.00)
H (-5.01, -1.98, -0.40)
H (-6.84, -1.44, 1.15)
H (-6.52, 0.29, 2.92)
H (-4.37, 1.55, 3.04)
H (-2.57, 1.10, 1.37)
H (-0.88, -0.48, -3.17)
H (-1.61, 0.06, -5.48)
H (-4.02, 0.54, -5.95)
H (-5.65, 0.58, -4.09)
H (-4.89, 0.22, -1.76)
H (-1.85, -2.85, -2.77)
H (-2.21, -5.29, -2.93)
H (-3.00, -6.58, -0.91)
H (-3.40, -5.39, 1.22)
H (-3.20, -2.94, 1.34)
H (-0.73, -2.18, 0.71)
H (-1.00, -2.71, 1.22)
Cl (-0.26, 1.91, 0.72)
C (0.64, 2.04, -0.83)
C (0.99, 0.81, -1.38)
C (1.92, 0.82, -2.44)
Cl (2.62, -0.65, -2.97)
C (2.29, 2.04, -3.04)
Cl (3.49, 2.02, -4.25)
C (1.74, 3.26, -2.58)
Cl (2.09, 4.72, -3.38)
C (0.91, 3.27, -1.43)
Cl (0.22, 4.71, -0.81)

Entry 6:
Below is a single C3H6 molecule, with properties calculated with the ωB97M-V functional and the def2-TZVPD basis.

Calculated values
* orbital gap: 10.87 eV
* relative energy (zero: lowest compared OMol25 entry of this formula, charge and spin): 0.6444 eV
* molar mass: 42.081 g/mol
* LUMO: 1.34 eV

Element x y z (Å)
C (1.28, -0.02, -0.24)
C (0.22, 0.20, 0.52)
C (-1.07, -0.19, -0.01)
H (2.29, 0.34, -0.13)
H (1.18, -0.67, -1.09)
H (0.28, 0.99, 1.50)
H (-1.77, -0.68, 0.69)
H (-1.01, -0.80, -0.90)
H (-1.42, 0.83, -0.33)

Entry 7:
Below is a single C2 molecule, with properties calculated with the ωB97M-V functional and the def2-TZVPD basis.

Calculated values
* orbital gap: 6.79 eV
* relative energy (zero: lowest compared OMol25 entry of this formula, charge and spin): 0.8851 eV
* molar mass: 24.022 g/mol
* LUMO: -3.86 eV

Element x y z (Å)
C (0.64, 0.33, 0.31)
C (-0.64, -0.33, -0.31)

Entry 8:
Below is 2 unconnected molecules or ions with the total composition C7H13NO2, with properties calculated with the ωB97M-V functional and the def2-TZVPD basis.

Calculated values
* orbital gap: 8.93 eV
* relative energy (zero: lowest compared OMol25 entry of this formula, charge and spin): 4.8858 eV
* molar mass: 143.186 g/mol
* LUMO: 0.94 eV

Element x y z (Å)
C (-2.10, -1.74, -0.88)
C (-1.89, -0.82, 0.06)
C (1.18, 0.29, 0.00)
C (-3.97, 0.55, 0.59)
C (3.55, 1.18, -0.15)
C (2.96, -1.18, 0.26)
C (-2.54, 0.47, 0.04)
N (2.49, 0.17, -0.09)
O (0.73, 1.54, -0.33)
O (-2.04, 1.47, -0.44)
H (-1.72, -2.83, -0.82)
H (-2.90, -1.58, -1.62)
H (-1.12, -0.77, 0.76)
H (-4.62, 0.81, -0.12)
H (-4.36, -0.36, 1.11)
H (-3.91, 1.32, 1.26)
H (4.11, 1.17, -1.00)
H (2.97, 2.25, -0.07)
H (4.14, 1.05, 0.66)
H (2.11, -1.78, 0.02)
H (3.90, -1.38, -0.29)
H (3.30, -1.31, 1.32)
H (-0.27, 1.48, -0.28)

| no. | E_tot (eV) | maximum force (Eh/bohr) |
| --- | --- | --- |
| 1 | -29374.9934 | 0.078 |
| 2 | -79548.5881 | 0.124 |
| 3 | -7795.8006 | 0.126 |
| 4 | -33779.0770 | 0.305 |
| 5 | -131845.5761 | 0.076 |
| 6 | -3206.8145 | 0.074 |
| 7 | -2063.8468 | 0.105 |
| 8 | -13051.0430 | 0.129 |